Computed, not measured: 3 unconnected molecules or ions with the total composition C2H2ClNO3 at a distorted geometry, with the ωB97M-V functional and the def2-TZVPD basis.

Computed properties:
**LUMO energy (alpha / beta)**: 5.15 / 4.57 eV
**2S+1**: 1
**Total energy**: -817.99996 Eh
**Energy relative to the best compared isomer or geometry (same formula, charge and spin)**: 366.3 kJ/mol
**Highest occupied orbital energy (alpha / beta)**: -1.901 / -2.308 eV
**HOMO-LUMO gap (alpha / beta)**: 0.259 / 0.253 Ha
**Charge**: -2

Cartesian coordinates (Å):
C  -0.495  -0.364  -0.639
C  -1.405  0.149  0.497
N  -0.894  2.819  0.734
O  -0.821  -1.590  -0.661
O  -1.618  3.366  -0.082
O  0.328  0.296  -1.228
Cl  -4.029  6.718  11.166
H  -1.057  -0.147  1.559
H  -2.545  -0.107  0.525


Computed, not measured: a gas-phase ion, C2H2ClO3 (charge -1) at a distorted geometry, with the ωB97M-V functional and the def2-TZVPD basis.

Computed properties:
**LUMO energy**: 3.87 eV
**Structure (SMILES)**: O=C([O-])[C@H](O)Cl
**2S+1**: 1
**Total energy**: -763.39865 Eh
**Energy relative to the best compared isomer or geometry (same formula, charge and spin)**: 35.1 kJ/mol
**Highest occupied orbital energy**: -4.795 eV
**HOMO-LUMO gap**: 0.318 Ha
**Charge**: -1

Cartesian coordinates (Å):
C  0.333  0.330  0.913
C  0.142  -0.286  -0.527
O  -0.553  1.188  1.134
O  1.438  0.128  1.550
O  -0.782  0.423  -1.193
Cl  -0.521  -2.046  -0.394
H  1.167  -0.613  -1.012
H  -1.225  0.877  -0.472


Computed, not measured: a molecular structure, C2H2ClO3 at a distorted geometry, with the ωB97M-V functional and the def2-TZVPD basis.

Computed properties:
**LUMO energy**: 3.86 eV
**2S+1**: 1
**Total energy**: -763.26925 Eh
**Energy relative to the best compared isomer or geometry (same formula, charge and spin)**: 374.8 kJ/mol
**Highest occupied orbital energy**: -4.168 eV
**HOMO-LUMO gap**: 0.295 Ha
**Charge**: -1

Cartesian coordinates (Å):
C  2.155  0.572  0.450
C  1.277  -0.421  0.239
O  2.869  1.323  1.105
O  1.896  0.519  -0.830
O  -1.801  -0.202  0.118
Cl  2.404  -1.764  0.144
H  -0.881  -0.590  -0.409
H  -1.551  0.541  0.518


Computed, not measured: 2 unconnected molecules or ions with the total composition C2H2ClOP at a distorted geometry, with the ωB97M-V functional and the def2-TZVPD basis.

Computed properties:
**LUMO energy (alpha / beta)**: -0.02 / -2.75 eV
**2S+1**: 3
**Total energy**: -954.02053 Eh
**Energy relative to the best compared isomer or geometry (same formula, charge and spin)**: 86.9 kJ/mol
**Highest occupied orbital energy (alpha / beta)**: -6.950 / -9.619 eV
**HOMO-LUMO gap (alpha / beta)**: 0.255 / 0.252 Ha
**Expectation value of S²**: 2.018

Cartesian coordinates (Å):
C  0.220  0.067  -0.352
C  -2.589  -0.902  -1.398
O  -2.598  -1.567  -0.422
P  -0.460  0.275  -1.875
Cl  -3.897  -0.747  -2.493
H  0.928  0.701  -0.030
H  -0.053  -0.784  0.329


> Number 4 is which compound?

C2H2ClOP